# 1
The following is a quantum chemistry calculation of C18H25ClN2Re as an isolated structure, from the Open Molecules 2025 dataset.

```
47
Properties=species:S:1:pos:R:3:mulliken_charge:R:1
C 0.26 0.83 -6.75 1.097
C 1.64 1.39 -7.12 -1.373
C 0.04 -0.52 -7.45 -1.394
C -0.83 1.82 -7.17 -1.377
Cl 0.19 0.58 -4.99 -0.210
H 0.08 -0.40 -8.54 0.351
H -0.94 -0.93 -7.20 0.370
H 0.81 -1.24 -7.17 0.370
H 1.73 1.55 -8.20 0.351
H 2.44 0.69 -6.83 0.366
H 1.82 2.35 -6.63 0.369
H -0.81 2.00 -8.25 0.351
H -0.69 2.79 -6.67 0.369
H -1.82 1.44 -6.91 0.368
C 1.58 -1.20 1.20 -0.331
C 0.85 -2.09 0.33 -0.925
C 1.18 -1.70 -1.03 -0.563
H 0.42 -3.02 0.65 0.669
C 2.11 -0.63 -0.97 -0.668
C 2.36 -0.33 0.36 -0.078
H 3.07 0.43 0.68 0.408
H 1.68 -1.36 2.26 0.531
H 0.97 -2.30 -1.91 0.581
H 2.61 -0.15 -1.80 0.532
C -1.94 1.10 0.60 0.254
C -1.89 -0.11 1.40 -0.308
C -2.02 -1.21 0.48 -1.120
H -1.94 -0.17 2.48 0.429
C -2.03 -0.66 -0.84 -0.402
C -2.08 0.75 -0.74 -0.756
H -2.27 1.47 -1.54 0.497
H -2.05 2.11 0.96 0.349
H -2.11 -2.26 0.77 0.480
H -2.27 -1.21 -1.76 0.660
Re -0.26 -0.17 0.24 1.679
C -1.72 2.59 3.17 -1.614
C -0.36 2.08 3.05 0.798
N 0.36 1.30 2.23 0.059
C 1.63 1.24 2.76 -0.563
C 1.72 1.97 3.92 -0.844
N 0.43 2.51 4.08 -0.112
H -2.50 1.84 3.12 0.363
H -1.79 3.04 4.18 0.375
H -1.94 3.40 2.47 0.374
H 2.42 0.66 2.41 0.557
H 2.53 2.10 4.59 0.449
H 0.10 3.10 4.84 0.232
```

## Properties
2S+1: 4
net charge: +2
largest force on an atom: 8.95 eV/Å
calculated total energy: -1348.1564 Ha
energy relative to the best compared isomer or geometry (same formula, charge and spin): 25.0 kJ/mol
highest occupied orbital energy (spin up / spin down): -14.8 / -14.8 eV
HOMO-LUMO gap (spin up / spin down): 7.83 / 4.81 eV



# 2
The following is a quantum chemistry calculation of a 4-piece molecular cluster, C18H25F12NO10PS overall, from the Open Molecules 2025 dataset.

```
68
Properties=species:S:1:pos:R:3:mulliken_charge:R:1
C -2.48 2.48 2.69 -1.047
C -3.20 1.40 2.53 -0.228
P -3.04 0.49 0.86 1.410
S -3.82 2.27 -0.22 -0.390
C -2.69 -0.34 -0.83 -0.770
O -1.61 -1.32 -0.79 -0.348
C -0.40 -0.77 -1.01 0.837
C 0.66 -0.95 0.07 -0.830
O -0.10 -0.20 -2.01 -0.570
O -2.35 -1.00 1.62 -0.423
N -2.55 -1.13 2.96 0.201
O -3.04 -2.17 3.25 -0.444
C -4.86 -0.24 0.89 0.308
F -5.58 0.26 -0.14 -0.253
F -5.60 0.06 1.98 -0.323
F -4.91 -1.57 0.77 -0.245
H -2.05 3.02 1.86 0.318
H -2.26 2.83 3.70 0.246
H -3.83 1.14 3.38 0.324
H -1.68 1.00 0.80 -0.133
H -2.68 2.75 -0.80 0.115
H -2.41 0.46 -1.52 0.346
H -3.55 -0.85 -1.28 0.116
H 0.27 -0.62 1.04 0.227
H 1.53 -0.34 -0.20 0.300
H 1.02 -1.99 0.10 0.236
C 5.29 2.80 2.31 -0.975
C 4.23 3.29 1.34 -0.282
O 2.92 2.93 1.80 -0.247
C 2.38 3.72 2.73 0.170
O 2.89 4.69 3.20 -0.548
C 0.97 3.21 3.07 1.101
F 0.95 1.88 3.24 -0.250
F 0.11 3.50 2.09 -0.246
F 0.51 3.76 4.20 -0.278
H 5.18 1.73 2.47 0.107
H 6.29 3.01 1.92 0.390
H 5.19 3.29 3.28 0.374
H 4.36 2.81 0.37 0.344
H 4.30 4.37 1.18 0.326
C 4.86 -5.62 1.52 -1.113
C 4.19 -4.80 2.59 -0.203
O 4.87 -3.55 2.80 -0.328
C 4.59 -2.58 1.93 0.235
O 3.83 -2.67 1.01 -0.483
C 5.35 -1.30 2.30 1.044
F 6.64 -1.55 2.59 -0.278
F 4.81 -0.71 3.37 -0.271
F 5.33 -0.41 1.30 -0.235
H 5.91 -5.76 1.75 0.305
H 4.38 -6.59 1.42 0.377
H 4.81 -5.12 0.55 0.315
H 4.23 -5.32 3.54 0.318
H 3.13 -4.62 2.37 0.317
C -2.89 -0.90 -4.18 -1.034
C -4.25 -0.46 -4.67 -0.187
O -4.13 0.58 -5.66 -0.348
C -3.86 0.19 -6.89 0.356
O -3.70 -0.94 -7.26 -0.524
C -3.81 1.41 -7.83 0.903
F -3.12 2.43 -7.29 -0.246
F -5.05 1.87 -8.08 -0.257
F -3.25 1.12 -9.00 -0.251
H -2.32 -0.05 -3.81 0.262
H -2.99 -1.64 -3.38 0.282
H -2.30 -1.35 -4.98 0.448
H -4.82 -0.04 -3.84 0.325
H -4.83 -1.30 -5.07 0.307
```

## Properties
2S+1: 1
net charge: -1
largest force on an atom: 2.33 eV/Å
calculated total energy: -3445.9407 Ha
energy relative to the best compared isomer or geometry (same formula, charge and spin): 52.0 kJ/mol
highest occupied orbital energy: -5.0 eV
HOMO-LUMO gap: 7.15 eV



# 3
The following is a quantum chemistry calculation of C18H25F4N5ReSe as an isolated structure, from the Open Molecules 2025 dataset.

```
54
Properties=species:S:1:pos:R:3:mulliken_charge:R:1
Re 0.36 -0.23 -0.24 1.400
C 3.07 -0.88 1.22 -0.898
N 2.08 0.22 1.06 -0.225
C 2.80 1.43 0.52 -0.832
C 1.50 0.57 2.40 -0.836
C 0.30 1.50 2.25 -0.928
N -0.26 1.30 0.91 0.411
C -1.01 2.30 0.29 0.023
C -0.80 2.40 -1.07 0.135
F 0.20 1.56 -1.59 -0.162
C -1.43 3.31 -1.89 -0.143
F -1.15 3.32 -3.18 -0.272
C -2.34 4.18 -1.33 -0.538
C -2.54 4.13 0.04 0.267
F -3.40 4.95 0.62 -0.257
C -1.88 3.21 0.85 0.348
F -2.14 3.17 2.15 -0.284
H 3.81 -0.59 1.98 0.430
H 2.57 -1.80 1.54 0.283
H 3.58 -1.06 0.28 0.353
H 3.58 1.73 1.23 0.442
H 3.27 1.17 -0.43 0.215
H 2.11 2.25 0.37 0.295
H 1.23 -0.36 2.90 0.407
H 2.27 1.04 3.01 0.578
H -0.43 1.30 3.04 0.417
H 0.61 2.54 2.37 0.514
H -2.87 4.90 -1.94 0.546
N -0.38 -1.62 1.18 -0.737
C -0.89 -2.91 0.59 -0.701
C -2.24 -2.73 -0.12 -0.531
C -2.59 -1.31 -0.54 -0.671
N -1.48 -0.70 -1.34 -0.487
H 0.37 -1.85 1.83 0.313
H -1.11 -1.18 1.73 0.394
H -1.00 -3.65 1.38 0.471
H -0.13 -3.28 -0.09 0.340
H -3.06 -3.07 0.52 0.362
H -2.25 -3.38 -1.00 0.330
H -2.78 -0.65 0.31 0.276
H -3.50 -1.34 -1.13 0.502
H -1.83 0.15 -1.80 0.295
H -1.25 -1.33 -2.11 0.366
Se 1.61 -1.64 -1.83 -0.108
C 3.05 -0.64 -2.60 0.311
C 4.18 -1.34 -2.98 -0.493
C 5.23 -0.63 -3.55 -0.368
N 5.20 0.69 -3.75 -0.522
C 4.10 1.35 -3.38 -0.477
C 2.99 0.73 -2.81 -0.246
H 4.25 -2.42 -2.84 0.423
H 6.13 -1.14 -3.87 0.377
H 4.09 2.42 -3.55 0.383
H 2.11 1.31 -2.58 0.510
```

## Properties
2S+1: 4
net charge: +2
largest force on an atom: 0.98 eV/Å
calculated total energy: -3853.2543 Ha
energy relative to the best compared isomer or geometry (same formula, charge and spin): 56.7 kJ/mol
highest occupied orbital energy (spin up / spin down): -14.6 / -14.8 eV
HOMO-LUMO gap (spin up / spin down): 8.09 / 6.76 eV



# 4
The following is a quantum chemistry calculation of an isolated ion of composition C18H25N2O6 and charge -1, from the Open Molecules 2025 dataset.

```
51
Properties=species:S:1:pos:R:3:mulliken_charge:R:1
C 4.31 0.73 2.59 -1.482
C 2.93 0.55 3.18 0.717
C 2.87 -0.54 4.23 -1.396
O 2.11 0.31 1.94 -0.254
C 0.78 0.34 2.16 0.314
N -0.09 0.39 0.88 1.255
N -1.11 -0.27 1.22 -1.456
C -2.04 -0.85 0.33 0.518
O -2.24 -0.44 -0.81 -0.732
O -2.70 -1.87 0.93 -0.423
C -3.67 -2.48 -0.03 0.653
C -4.44 -3.48 0.83 -1.542
C -3.03 -3.13 -1.22 -1.079
O 0.28 0.33 3.25 -0.571
H 5.08 0.97 3.34 0.416
H 4.62 -0.18 2.07 0.316
H 4.28 1.56 1.86 0.341
H 2.58 1.49 3.64 0.260
H 3.61 -0.34 5.01 0.413
H 1.89 -0.57 4.71 0.342
H 3.10 -1.52 3.79 0.296
H -4.32 -1.66 -0.38 0.281
H -5.22 -4.03 0.28 0.391
H -3.72 -4.21 1.23 0.339
H -4.91 -2.97 1.68 0.361
H -3.79 -3.63 -1.84 0.347
H -2.54 -2.38 -1.84 0.101
H -2.29 -3.88 -0.91 0.316
C -0.01 -2.82 -3.68 -0.991
C -0.08 -1.32 -3.71 -0.296
O 0.20 -0.89 -2.31 -0.214
C -0.04 0.40 -2.10 0.491
C 0.23 0.91 -0.65 0.608
C 0.37 2.46 -0.77 0.143
C 0.37 3.35 -1.90 -0.466
C 0.56 4.74 -1.73 -0.658
C 0.78 5.30 -0.48 -0.425
C 0.81 4.43 0.61 -0.884
C 0.64 3.05 0.44 -0.064
O -0.20 1.14 -3.08 -0.711
H -0.27 -3.25 -4.65 0.384
H 1.00 -3.18 -3.42 0.305
H -0.70 -3.21 -2.93 0.124
H 0.64 -0.88 -4.43 0.375
H -1.09 -0.98 -4.01 0.288
H 1.29 0.44 -0.41 0.039
H 0.17 3.06 -2.94 0.369
H 0.50 5.40 -2.60 0.354
H 0.92 6.37 -0.35 0.372
H 0.94 4.80 1.63 0.361
H 0.65 2.41 1.31 0.456
```

## Properties
SMILES string: CCOC(=O)[C@@H](c1ccccc1)N(/N=C(\[O-])OC(C)C)C(=O)OC(C)C
2S+1: 1
net charge: -1
largest force on an atom: 9.97 eV/Å
calculated total energy: -1261.7478 Ha
highest occupied orbital energy: -2.0 eV
HOMO-LUMO gap: 5.05 eV